C4H8Cl2NO | ωB97M-V with the def2-TZVPD basis set

Results
Frontier orbital gap (spin up / spin down) in eV: 7.30 / 8.89
Total charge: +1
Largest force on an atom in eV Å⁻¹: 4.4
Energy above the lowest of the compared OMol25 structures with the same formula, charge and spin in kJ/mol: 1.9
<S²>: 2.01
Multiplicity: 3

XYZ file:
```
16
C4H8Cl2NO, DFT ωB97M-V with the def2-TZVPD basis set
C -0.9617 -0.2906 -1.1930
C -0.7718 -1.5989 -0.3084
C -0.2782 0.2464 0.9596
C 1.9070 0.7937 0.9496
N -0.6503 0.8588 -0.3027
O -0.1495 -1.0399 0.8714
Cl 2.1335 1.9078 -0.4225
Cl 2.7209 -0.7298 0.8202
H -0.2113 -0.3522 -2.0310
H -1.9570 -0.2462 -1.4282
H -1.8299 -2.1768 -0.0670
H -0.0802 -2.3952 -0.8457
H -0.7017 0.5801 1.9213
H 2.0639 1.4750 1.8041
H 0.1552 1.4478 -0.6911
H -1.3890 1.5199 -0.0366
```

Mulliken atomic charge list, values in e, 6 entries: number 1, C, carries -0.446; number 2, C, carries -0.273; number 3, C, carries -0.474; number 4, C, carries -0.021; number 5, N, carries 0.092; number 6, O, carries -0.209